(w)
{"formula": "C3H4O2", "method": "the ωB97M-V functional and the def2-TZVPD basis", "elements": ["C", "C", "O", "C", "O", "H", "H", "H", "H"], "xyz": [[0.01739, 1.12086, 0.45042], [0.05806, -0.17487, 0.12990], [0.25050, -1.10149, 1.10541], [-0.19909, -0.73429, -1.22790], [-0.09840, -0.09020, -2.24442], [-0.18080, 1.38637, 1.48532], [0.10137, 1.91438, -0.27134], [0.61198, -0.53634, 1.80765], [-0.56101, -1.78440, -1.23506]], "lowdin_charge": [0.087, -0.377, 0.034, -0.196, 0.066, 0.074, 0.071, 0.107, 0.134], "lumo_energy_ev": 0.097, "spin_multiplicity": 1, "smiles": "C=C(O)C=O", "homo_ev": -9.5, "gap_ev": 9.632}

(x)
{"formula": "C3H4O2", "method": "the ωB97M-V functional and the def2-TZVPD basis", "elements": ["C", "C", "C", "H", "H", "H", "H", "O", "O"], "xyz": [[-1.19248, -0.21523, -0.44232], [0.14519, 0.51126, -0.17921], [1.13067, -0.43678, 0.43480], [-1.93473, 0.50606, -0.96276], [0.34635, 1.16892, -1.01991], [-0.04778, 1.23818, 0.73291], [0.93305, -0.50000, 2.15021], [-1.47403, -1.33354, -0.06215], [2.09375, -0.93887, -0.65158]], "lowdin_charge": [-0.259, -0.230, -0.048, 0.139, 0.111, 0.141, 0.265, 0.049, -0.168], "lumo_energy_ev": -1.018, "spin_multiplicity": 1, "homo_ev": -10.2, "gap_ev": 9.167}

(y)
{"formula": "C3H4O2", "method": "the ωB97M-V functional and the def2-TZVPD basis", "elements": ["C", "C", "C", "O", "O", "H", "H", "H", "H"], "xyz": [[-2.00443, 0.04687, -0.08927], [-0.84905, -0.63279, 0.13679], [0.48965, 0.12544, 0.04670], [0.71549, 1.33484, 0.03327], [1.57252, -0.67185, -0.08780], [-3.06336, -0.33683, -0.16727], [-1.82808, 1.11208, -0.10880], [-0.71395, -1.68612, 0.24083], [1.48426, -1.63025, -0.09380]], "lowdin_charge": [0.060, -0.068, -0.495, 0.078, 0.088, 0.088, 0.062, 0.080, 0.107], "lumo_energy_ev": 0.323, "spin_multiplicity": 1, "smiles": "C=CC(=O)O", "homo_ev": -10.6, "gap_ev": 10.909}

Which of them is the most stable? Correct choice: (y).

(w)
{"formula": "C3H10NO2", "method": "the ωB97M-V functional and the def2-TZVPD basis", "elements": ["O", "C", "C", "N", "C", "H", "H", "H", "H", "H", "H", "H", "H", "H", "H", "O"], "xyz": [[1.72961, -1.23368, -1.25537], [1.31511, -0.17522, -1.64621], [0.51492, 0.67159, -0.66488], [-0.40189, -0.23385, 0.08764], [-1.75666, -0.41557, -0.51646], [1.42483, 0.10383, -2.70261], [1.17615, 1.12484, 0.06974], [-0.11271, 1.41742, -1.15305], [0.01519, -1.16325, 0.20627], [-0.47105, 0.17534, 1.03088], [-1.64279, -0.68823, -1.56186], [-2.31548, 0.50360, -0.37763], [-2.25559, -1.24208, -0.00827], [1.42456, -0.22452, 2.81654], [0.65190, 1.04319, 3.16696], [0.70389, 0.33658, 2.50831]], "lowdin_charge": [0.094, -0.189, -0.074, -0.022, 0.024, 0.142, 0.134, 0.138, 0.166, 0.128, 0.110, 0.109, 0.113, 0.078, 0.081, -0.032], "lumo_energy_ev": -3.626, "spin_multiplicity": 1, "homo_ev": -14.8, "charge": 1, "gap_ev": 11.186}

(x)
{"formula": "C3H10NO2", "method": "the ωB97M-V functional and the def2-TZVPD basis", "elements": ["C", "C", "C", "N", "O", "O", "H", "H", "H", "H", "H", "H", "H", "H", "H", "H"], "xyz": [[-0.12734, -0.52503, 2.21939], [-0.21128, 2.15037, -1.85179], [-0.74771, -0.06813, -1.06856], [0.52852, -0.79489, -1.45767], [-1.83817, -0.89897, -1.25154], [-0.87759, 1.14880, -1.42158], [0.36571, -1.43510, 2.11453], [-0.51037, -0.15596, 1.22018], [0.50968, 0.26577, 2.46083], [-0.74913, 3.04080, -1.88164], [0.91278, 1.95121, -1.89222], [-0.86366, -0.79433, 3.07810], [0.81449, -0.53001, -2.42817], [0.20235, -1.67898, -1.54828], [1.26558, -0.81667, -0.74369], [-2.52447, -0.66994, -0.66260]], "lowdin_charge": [-0.030, 0.077, -0.392, 0.318, 0.113, 0.032, -0.013, 0.003, -0.004, 0.082, 0.121, 0.082, 0.199, 0.115, 0.189, 0.107], "lumo_energy_ev": [-4.380, -4.016], "spin_multiplicity": 1, "homo_ev": [-12.6, -12.9], "charge": 1, "gap_ev": [8.209, 8.844]}

Which of them is the most stable? Correct choice: (w).

(w)
{"formula": "C4H9NO", "method": "the ωB97M-V functional and the def2-TZVPD basis", "elements": ["C", "C", "C", "C", "O", "N", "H", "H", "H", "H", "H", "H", "H", "H", "H"], "xyz": [[2.12574, 0.34408, -0.32901], [0.79824, -0.09409, -0.92278], [-0.20641, -0.69237, 0.05669], [-1.22324, 0.25008, 0.52950], [-0.77881, 1.40536, 0.68435], [-2.58945, 0.00566, 0.38849], [2.80667, 0.71660, -1.10053], [2.60917, -0.49420, 0.18320], [1.92226, 1.13756, 0.39256], [0.31607, 0.76928, -1.40978], [0.97692, -0.86137, -1.70164], [-0.06616, -1.73945, 0.28801], [-0.65449, -0.44509, 1.52316], [-3.12382, 0.64622, 0.95489], [-2.91269, -0.94826, 0.46291]], "lowdin_charge": [-0.109, -0.248, -0.015, -0.729, -0.023, 0.131, 0.071, 0.073, 0.074, 0.119, 0.118, 0.100, 0.249, 0.095, 0.094], "lumo_energy_ev": 0.138, "spin_multiplicity": 1, "homo_ev": -9.0, "gap_ev": 9.118}

(x)
{"formula": "C4H9NO", "method": "the ωB97M-V functional and the def2-TZVPD basis", "elements": ["C", "C", "N", "C", "C", "O", "H", "H", "H", "H", "H", "H", "H", "H", "H"], "xyz": [[-2.29676, 0.12356, -0.60768], [-0.86662, -0.34819, -0.46695], [-0.41300, 0.27696, 0.75888], [0.75993, 0.16208, 1.19178], [2.06591, -0.09561, 0.49237], [2.08494, 0.11499, -0.89887], [-2.83076, -0.37395, -1.41663], [-2.77372, -0.09554, 0.35329], [-2.32777, 1.21064, -0.73409], [-0.87154, -1.41263, -0.19825], [-0.22899, -0.27197, -1.35770], [0.84144, 0.27427, 2.27235], [2.41086, -1.12014, 0.66925], [2.76162, 0.57834, 1.01485], [1.68447, 0.97719, -1.07259]], "lowdin_charge": [-0.117, -0.298, 0.025, -0.172, -0.244, -0.069, 0.066, 0.070, 0.071, 0.122, 0.104, 0.107, 0.126, 0.115, 0.094], "lumo_energy_ev": 0.888, "spin_multiplicity": 1, "smiles": "CC/N=C\\CO", "homo_ev": -9.1, "gap_ev": 10.036}

Which of them is the most stable? Correct choice: (x).

(w)
{"formula": "C4H9NO", "method": "the ωB97M-V functional and the def2-TZVPD basis", "elements": ["C", "C", "C", "C", "N", "O", "H", "H", "H", "H", "H", "H", "H", "H", "H"], "xyz": [[-2.34269, 0.11473, -0.23233], [-0.90778, 0.43824, 0.58394], [0.25093, -0.36888, -0.12181], [1.59118, 0.34548, -0.01022], [2.68076, -0.51457, 0.17057], [1.71432, 1.58594, -0.15448], [-2.28037, 0.45081, -1.44860], [-2.67612, -1.11963, -0.12026], [-3.10451, 0.76036, 0.32508], [-0.54927, 1.67119, 0.53348], [-0.87136, 0.12503, 1.81845], [0.41222, -1.45217, 0.28579], [0.03584, -0.43373, -1.24527], [2.48688, -1.46848, -0.11771], [3.55997, -0.13432, -0.26664]], "lowdin_charge": [-0.163, -0.263, -0.210, -0.527, 0.115, 0.001, 0.115, 0.118, 0.040, 0.157, 0.152, 0.129, 0.130, 0.080, 0.128], "lumo_energy_ev": 0.832, "spin_multiplicity": 1, "smiles": "CCCC(N)=O", "homo_ev": -9.9, "gap_ev": 10.687}

(x)
{"formula": "C4H9NO", "method": "the ωB97M-V functional and the def2-TZVPD basis", "elements": ["C", "C", "C", "C", "N", "O", "H", "H", "H", "H", "H", "H", "H", "H", "H"], "xyz": [[-0.85258, -1.46593, 0.80099], [-0.44409, -0.57430, -0.33748], [-0.90673, 0.86196, -0.35796], [0.57058, 0.49522, -0.14120], [1.52046, 0.66347, -1.21124], [1.08504, 0.68239, 1.15764], [-0.83885, -0.92625, 1.75302], [-0.16670, -2.31417, 0.88671], [-1.86249, -1.84832, 0.62735], [-0.38977, -1.03967, -1.31400], [-1.21922, 1.30549, -1.30124], [-1.57596, 1.13643, 0.47228], [2.20105, -0.09014, -1.27558], [2.03975, 1.52924, -1.13107], [0.83951, 1.58459, 1.37179]], "lowdin_charge": [-0.065, -0.285, -0.030, -0.564, 0.096, 0.012, 0.078, 0.079, 0.077, 0.134, 0.099, 0.112, 0.085, 0.076, 0.094], "lumo_energy_ev": 0.972, "spin_multiplicity": 1, "smiles": "C[C@H]1C[C@@]1(N)O", "homo_ev": -9.5, "gap_ev": 10.459}

(y)
{"formula": "C4H9NO", "method": "the ωB97M-V functional and the def2-TZVPD basis", "elements": ["C", "C", "C", "C", "N", "O", "H", "H", "H", "H", "H", "H", "H", "H", "H"], "xyz": [[2.20440, 0.02522, -0.45196], [0.70404, 0.16715, -0.71082], [-0.10597, -0.12741, 0.55875], [-1.52982, 0.40366, 0.54564], [-2.55748, -0.47548, 0.36480], [-1.74048, 1.58732, 0.75049], [2.79067, 0.26530, -1.34503], [2.46573, -0.99476, -0.14493], [2.52454, 0.70246, 0.34854], [0.48083, 1.19082, -1.03182], [0.40701, -0.50124, -1.52967], [-0.04503, -1.19076, 0.82561], [0.33308, 0.45981, 1.36951], [-3.48856, -0.08831, 0.40145], [-2.44295, -1.42379, 0.04945]], "lowdin_charge": [-0.120, -0.257, -0.142, -0.553, 0.156, 0.039, 0.070, 0.073, 0.075, 0.113, 0.108, 0.116, 0.120, 0.107, 0.098], "lumo_energy_ev": 0.928, "spin_multiplicity": 1, "smiles": "CCCC(N)=O", "homo_ev": -9.7, "gap_ev": 10.656}

Which of them is the most stable? Correct choice: (y).

(w)
{"formula": "H4O2", "method": "the ωB97M-V functional and the def2-TZVPD basis", "elements": ["O", "H", "H", "O", "H", "H"], "xyz": [[1.30501, -0.06215, -0.10150], [2.19965, -0.06569, 0.27100], [1.10610, 0.87422, -0.02293], [-1.67083, 0.14605, -0.04295], [-0.72757, -0.18255, -0.12457], [-2.21237, -0.70990, 0.02094]], "lowdin_charge": [-0.055, 0.054, 0.044, -0.124, 0.010, 0.071], "lumo_energy_ev": 0.748, "spin_multiplicity": 1, "smiles": "O.O", "homo_ev": -11.1, "gap_ev": 11.824}

(x)
{"formula": "H4O2", "method": "the ωB97M-V functional and the def2-TZVPD basis", "elements": ["O", "H", "H", "O", "H", "H"], "xyz": [[1.74484, 0.17119, -0.05315], [1.28111, -0.70670, -0.01968], [2.65658, -0.05456, -0.33343], [-2.10932, 0.00135, -0.16345], [-1.46667, -0.36001, 0.45052], [-2.10654, 0.94873, 0.11920]], "lowdin_charge": [-0.094, 0.050, 0.043, -0.074, 0.015, 0.058], "lumo_energy_ev": 0.681, "spin_multiplicity": 1, "smiles": "O.O", "homo_ev": -11.5, "gap_ev": 12.227}

Which of them is the most stable? Correct choice: (w).

(w)
{"formula": "H4O2", "method": "the ωB97M-V functional and the def2-TZVPD basis", "elements": ["O", "H", "H", "O", "H", "H"], "xyz": [[-0.09090, 0.89997, 0.48986], [0.52994, 1.66699, 0.45162], [-0.24069, 0.75204, 1.44164], [-0.16253, -1.51190, -0.91344], [-0.70671, -0.78945, -0.69294], [0.67089, -1.01765, -0.77674]], "lowdin_charge": [-0.070, 0.070, 0.061, -0.066, -0.031, 0.035], "lumo_energy_ev": 0.540, "spin_multiplicity": 1, "smiles": "O.O", "homo_ev": -10.9, "gap_ev": 11.474}

(x)
{"formula": "H4O2", "method": "the ωB97M-V functional and the def2-TZVPD basis", "elements": ["O", "H", "H", "O", "H", "H"], "xyz": [[0.52974, 1.10162, -0.00045], [0.54030, 1.49992, -0.87078], [0.20997, 1.79491, 0.57689], [-0.68369, -1.68421, 0.29474], [0.01908, -1.98272, -0.28253], [-0.61541, -0.72953, 0.28213]], "lowdin_charge": [-0.039, 0.044, 0.044, -0.062, 0.026, -0.013], "lumo_energy_ev": 0.642, "spin_multiplicity": 1, "smiles": "O.O", "homo_ev": -11.0, "gap_ev": 11.631}

(y)
{"formula": "H4O2", "method": "the ωB97M-V functional and the def2-TZVPD basis", "elements": ["O", "H", "H", "O", "H", "H"], "xyz": [[-1.83673, -0.12241, -0.04984], [-2.61762, 0.28688, 0.26407], [-1.32646, 0.71852, 0.08368], [1.97936, -0.00138, -0.00213], [1.36717, 0.74494, -0.08842], [1.43582, -0.76001, 0.15637]], "lowdin_charge": [-0.057, 0.005, 0.054, -0.050, 0.030, 0.018], "lumo_energy_ev": 0.487, "spin_multiplicity": 1, "smiles": "O.O", "homo_ev": -11.6, "gap_ev": 12.084}

(z)
{"formula": "H4O2", "method": "the ωB97M-V functional and the def2-TZVPD basis", "elements": ["O", "H", "H", "O", "H", "H"], "xyz": [[7.91398, -0.90983, 19.10819], [7.33331, -1.67001, 19.14271], [7.43732, -0.26742, 18.58251], [6.61796, 0.51641, 17.26911], [5.77428, 0.64865, 17.70148], [6.39726, 0.10762, 16.43220]], "lowdin_charge": [-0.070, 0.022, -0.043, -0.030, 0.059, 0.062], "lumo_energy_ev": 0.570, "spin_multiplicity": 1, "smiles": "O.O", "homo_ev": -10.8, "gap_ev": 11.340}

Which of them is the most stable? Correct choice: (x).